The following is a quantum chemistry calculation of a single C10H10Cl4 molecule, from the OMol25 dataset.

Each atom is followed by the atoms it is bonded to, with distances in Å.
Positions of all 24 atoms, in Å:
1 C 0.0278 0.6297 1.2103  C4 1.471, C13 1.425, Cl17 1.639
2 C -1.3773 1.8145 -2.0221  C7 1.489, H20 1.064, H21 1.174, H22 1.060
3 Cl -0.4131 -3.5015 -0.4809  C24 1.737
4 C 0.3509 -0.5517 2.0245  C1 1.471, Cl11 1.750, C15 1.380
5 H -0.3103 -3.0233 3.1863  C14 1.065
6 Cl -0.3934 -1.2206 -2.4330  C23 1.783
7 C -0.2880 1.7237 -1.0116  C2 1.489, C8 1.592, H9 1.101, C13 1.493
8 C 1.1561 2.1016 -1.5652  C7 1.592, H16 1.141, H18 1.122, H19 1.084
9 H -0.5507 2.6303 -0.4453  C7 1.101
10 H 1.3380 -3.1718 2.7825  C14 1.067
11 Cl 0.7754 -0.4455 3.7187  C4 1.750
12 H 0.0469 -3.9613 1.8645  C14 1.061
13 C -0.2358 0.4837 -0.1825  C1 1.425, C7 1.493, C23 1.412
14 C 0.3614 -3.0791 2.3621  H5 1.065, H10 1.067, H12 1.061, C15 1.550
15 C 0.2152 -1.8129 1.4808  C4 1.380, C14 1.550, C24 1.427
16 H 1.9440 1.7403 -0.8225  C8 1.141
17 Cl -0.1420 2.0542 2.0023  C1 1.639
18 H 1.3753 1.5136 -2.4950  C8 1.122
19 H 1.3338 3.1652 -1.6733  C8 1.084
20 H -1.1280 1.1370 -2.8032  C2 1.064
21 H -1.3792 2.9235 -2.4074  C2 1.174
22 H -2.3516 1.5692 -1.6850  C2 1.060
23 C -0.2354 -0.8291 -0.7011  Cl6 1.783, C13 1.412, C24 1.332
24 C -0.1200 -1.8898 0.0959  Cl3 1.737, C15 1.427, C23 1.332

Charge = 0
HOMO-LUMO gap = 9.40 eV
Highest occupied orbital energy = -8.9 eV
SMILES = Cc1c(Cl)c(Cl)c(C(C)C)c(Cl)c1Cl
E_tot = -2227.79457 Ha